Entry from the OMol25 dataset: the molecule C5H8S (ωB97M-V/def2-TZVPD).

Geometry as XYZ:
```
14
Properties=species:S:1:pos:R:3:forces:R:3:mulliken_charge:R:1
C 0.31107 -0.09956 2.44896 -0.9 1.3 -3.6 0.02
C 0.03399 0.20670 1.27296 1.0 -1.0 4.6 -1.04
C -0.02441 0.26816 -0.16949 0.3 0.5 -1.1 1.13
C 0.70989 -0.98439 -0.66455 -1.4 -1.9 1.3 -1.30
C -1.44813 0.35276 -0.77563 0.5 -1.5 0.2 -1.37
S 0.94482 1.78140 -0.80235 0.0 -0.5 1.4 -0.22
H 0.57448 -0.28944 3.47432 -0.2 0.1 -0.4 0.43
H 0.33124 -1.22595 -1.62451 0.0 -0.1 -1.3 0.39
H 1.76793 -0.86474 -0.70024 0.7 0.0 0.2 0.37
H 0.42032 -1.92291 -0.04266 0.6 1.7 -0.7 0.32
H -1.40395 0.20836 -1.87240 0.1 0.3 0.5 0.36
H -1.91721 1.29490 -0.53092 -0.3 0.0 0.1 0.40
H -1.98148 -0.54709 -0.37597 0.0 1.0 -0.2 0.34
H 1.68144 1.82181 0.36248 -0.3 0.2 -1.0 0.17
```
Forces are in eV/Å.

As for the energy: -593.41119 Ha. The relative energy (zero: lowest compared OMol25 entry of this formula, charge and spin) is 202.3 kJ/mol. For the HOMO energy, the calculation gives -9.22 eV. As for the SMILES: C#CC(C)(C)S. The calculation puts the LUMO energy at 0.834 eV.

Entry from the OMol25 dataset: a cluster of 3 separate species, C22H44BClN2O5P in total (ωB97M-V/def2-TZVPD).

Geometry as XYZ:
```
76
Properties=species:S:1:pos:R:3:forces:R:3:mulliken_charge:R:1
C -2.30646 0.70191 3.49423 1.4 0.3 -0.1 -0.40
C -1.05002 1.35446 2.94824 0.1 -2.0 -0.7 -0.50
C -0.02536 0.34781 2.12896 1.6 -1.3 2.2 0.34
N 0.65676 -0.77736 2.61053 -2.4 2.1 -0.7 -0.09
Cl 0.51462 -1.34321 4.26222 0.1 0.7 -1.6 0.01
C 1.54232 -1.54597 1.60659 0.0 1.0 0.2 -0.61
C 0.81523 -1.14020 0.15549 1.1 -0.1 3.6 0.07
B 1.90813 -1.09536 -1.07008 2.2 0.0 -0.8 0.35
O 3.26799 -0.54989 -0.73073 -3.5 1.0 -1.4 -0.58
C 1.69213 -1.62137 -2.61106 0.6 1.1 -0.6 -0.28
C 0.26328 -1.20892 -3.29896 -0.8 -1.2 -1.0 -0.50
P -0.60078 -2.38975 -0.12048 -1.3 -1.4 -1.5 0.74
N -1.61806 -2.62398 1.32503 2.1 -1.1 0.2 -0.53
O 0.21746 -3.94263 -0.36344 1.9 2.8 1.9 -0.41
C 0.49175 0.41251 0.56668 0.7 1.0 -0.2 -0.80
C -0.22959 1.42727 -0.49693 -0.1 1.3 0.5 -0.19
C 0.64095 2.85367 -0.42028 0.2 -0.7 -0.5 -0.07
C 0.04530 4.02131 -1.40422 -0.6 0.1 0.3 -0.64
C 0.86723 5.43928 -1.36583 1.1 -0.4 0.9 -0.53
C 2.22400 5.39178 -0.39789 0.4 0.5 -0.5 -0.18
C 3.01633 6.82912 -0.43411 0.8 0.5 0.5 -0.66
C 4.03149 7.00301 0.87558 -0.2 0.4 -1.0 -0.46
O 5.21139 6.11253 0.66570 -1.4 -0.3 2.3 -0.32
C 5.28832 5.08657 1.71753 -0.1 -0.4 1.0 -0.40
H -3.29906 0.62592 2.87895 1.5 1.7 1.7 0.21
H -2.29831 0.27116 4.58316 0.4 -0.9 -2.7 0.30
H -0.81496 2.49719 3.06066 -1.1 -2.1 -2.0 0.34
H 1.47269 -2.67981 1.89693 0.5 2.3 -0.6 0.31
H 2.57790 -0.98057 1.78633 -1.9 -1.9 -0.7 0.37
H 3.33876 0.25065 -1.35426 0.4 -1.9 1.1 0.32
H 2.54234 -1.10888 -3.27313 -1.6 -1.2 1.5 0.18
H 1.93220 -2.77990 -2.65100 -0.7 2.3 0.1 0.29
H -0.16934 -2.20355 -3.79744 0.7 2.3 1.1 0.23
H 0.36372 -0.43094 -4.19008 0.0 -1.6 2.1 0.29
H -0.56359 -0.83938 -2.55800 1.7 -0.7 -1.4 -0.01
H -1.06696 -2.73719 2.20434 -0.6 0.0 -0.7 0.27
H -2.06539 -3.57876 1.17969 0.5 1.4 0.1 0.23
H 1.13791 -3.91359 0.07868 -2.0 -0.4 -0.9 0.24
H 1.58634 0.87854 0.66759 -2.1 -1.0 0.1 0.34
H -1.35983 1.61986 -0.20482 2.3 -0.5 -0.7 0.39
H -0.18609 1.08996 -1.61633 -0.1 0.2 2.3 0.11
H 0.73988 3.18518 0.72086 -0.3 -0.6 -2.5 0.04
H 1.73033 2.55720 -0.80669 -2.2 0.7 1.0 0.09
H -0.00710 3.65119 -2.52124 0.1 0.5 2.3 0.24
H -1.06174 4.26009 -1.06537 2.2 -0.7 -0.7 0.26
H 1.24522 5.69890 -2.44595 -1.0 -0.2 2.2 0.24
H 0.16567 6.24452 -0.88542 1.4 -1.3 -1.3 0.28
H 3.00163 4.56971 -0.76379 -1.8 1.6 0.8 0.13
H 1.92345 5.17178 0.71490 0.5 0.4 -2.1 0.21
H 3.71152 6.95212 -1.38388 -1.6 -0.5 1.9 0.28
H 2.27779 7.73995 -0.44022 1.2 -1.8 0.1 0.33
H 3.44241 6.76598 1.86477 1.3 0.3 -1.8 0.31
H 4.47721 8.10054 0.93699 -1.1 -2.2 -0.2 0.27
H 4.97139 5.51232 2.78444 0.7 -0.7 -2.3 0.24
H 4.53177 4.21771 1.46942 1.6 1.5 0.5 0.08
H 6.39526 4.66631 1.86920 -2.5 1.0 -0.8 0.25
C -5.89459 -2.33370 -1.70894 0.1 0.0 -0.5 -1.16
C -4.59522 -1.68919 -1.30587 0.9 0.5 -1.2 0.81
O -3.78743 -1.29996 -2.14773 -0.9 -0.4 1.1 -0.55
C -4.32259 -1.53934 0.16696 0.4 0.3 -0.1 -0.62
H -5.95546 -2.37523 -2.80159 0.0 0.0 0.3 0.32
H -5.94095 -3.35284 -1.31707 -0.2 0.1 0.1 0.31
H -6.73424 -1.74305 -1.33393 0.0 -0.2 0.1 0.33
H -4.29894 -2.52313 0.64232 -0.2 0.1 0.1 0.27
H -5.09223 -0.91334 0.62546 -0.1 -0.2 0.0 0.49
H -3.34907 -1.05813 0.30856 -0.3 -0.2 -0.1 -0.17
C -1.35689 -6.60458 -0.78070 -0.3 0.5 0.1 -0.73
C -2.04748 -7.14985 0.44078 -0.6 0.8 0.8 0.81
O -2.63213 -6.40780 1.22836 0.7 -0.6 -0.8 -0.57
C -1.99504 -8.63803 0.66119 -0.3 0.1 0.5 -1.13
H -1.47714 -5.51646 -0.81017 0.1 -0.4 0.0 -0.05
H -0.28996 -6.83756 -0.73924 -0.1 -0.1 -0.2 0.28
H -1.80488 -7.03064 -1.68196 0.2 -0.1 0.0 0.39
H -0.95651 -8.96152 0.76686 -0.1 -0.1 -0.2 0.31
H -2.47143 -9.15460 -0.17586 0.2 0.0 0.0 0.32
H -2.53526 -8.88785 1.58049 0.1 0.1 -0.2 0.31
```
Forces are in eV/Å.

As for the energy: -2176.09003 Ha. For the HOMO energy, the calculation gives -11.38 eV. The calculation puts the LUMO energy at -5.680 eV. Its total charge is +1.

Entry from the OMol25 dataset: a structure of composition C40H55As2F5N6O5S2SeSn (ωB97M-V/def2-TZVPD).

Geometry as XYZ:
```
117
Properties=species:S:1:pos:R:3:forces:R:3:mulliken_charge:R:1
Sn 0.68915 1.02820 -1.15597 -0.4 -0.1 0.7 0.21
C -4.64293 1.64156 -2.69391 0.3 1.3 -1.5 -1.18
N -3.73987 1.09613 -1.69863 -1.2 -0.5 -0.2 0.42
C -4.14272 -0.24430 -1.28119 1.9 0.2 0.8 -1.00
C -2.45231 1.49318 -1.65135 0.7 -1.3 0.2 0.26
N -1.46941 0.58408 -1.61053 0.0 3.6 0.7 -0.26
N -2.32727 2.86087 -1.58880 0.5 -1.6 0.7 0.62
C -1.19978 3.54400 -1.94711 0.4 0.3 -1.6 0.45
N -1.53221 4.76991 -2.43873 1.7 -0.5 0.3 -0.33
N -0.01094 2.96150 -1.99825 -1.5 -0.1 0.8 -0.24
H -4.32189 2.62862 -3.09033 -0.2 -0.5 0.7 0.37
H -5.66750 1.72875 -2.38225 -0.3 0.1 0.7 0.36
H -4.68254 1.01961 -3.59139 0.2 -0.5 0.0 0.37
H -5.19225 -0.31426 -1.29001 -1.4 0.2 0.3 0.42
H -3.73210 -0.46577 -0.27056 -0.3 0.2 -0.7 0.28
H -3.81725 -1.01745 -1.95260 0.4 -0.5 -0.5 0.19
H -1.66669 -0.27484 -2.03520 -0.7 -1.6 -0.4 -0.35
H -3.21159 3.40474 -1.33237 0.3 0.1 -0.5 -0.21
H -2.46165 5.08693 -2.23162 -0.5 0.3 0.2 0.31
H -0.82034 5.48929 -2.41858 -0.2 -0.1 0.0 0.29
H 0.73943 3.43140 -2.45277 0.3 0.9 -0.3 0.17
C -2.37766 -2.15128 1.60530 0.3 1.0 1.2 -1.32
As -1.47089 -2.86846 0.03716 0.4 0.8 -0.9 0.99
C -0.99095 -4.62610 0.67034 0.1 -0.8 0.9 -1.27
C -3.02390 -3.44736 -1.05243 1.4 0.3 -1.2 -0.08
C -4.21082 -3.66362 -0.42389 -1.5 -1.3 0.9 -0.19
C -5.36506 -4.00968 -1.17426 0.6 0.5 1.9 -0.83
C -5.25989 -4.18507 -2.52534 0.1 0.1 -1.0 -0.63
C -4.04378 -4.05516 -3.20746 1.0 1.2 3.5 -0.68
C -2.90688 -3.59342 -2.47608 -1.4 -0.3 0.1 -0.23
As -1.25763 -3.07458 -3.40803 0.9 -0.8 0.7 0.74
C -0.88599 -4.93713 -4.03335 0.6 0.3 -1.1 -1.20
C -1.96071 -2.19521 -4.98204 -1.9 1.5 0.4 -1.07
H -3.44822 -1.88155 1.40660 1.2 0.3 0.1 0.47
H -1.68978 -1.27548 1.96206 -1.7 -1.3 -0.6 0.21
H -2.43133 -2.87771 2.43495 0.2 0.2 -0.3 0.45
H -1.85714 -4.96887 1.23347 -0.1 -0.4 0.0 0.42
H -0.11452 -4.74308 1.34157 -0.4 0.5 -0.5 0.36
H -0.84033 -5.28108 -0.17810 0.0 -0.1 -0.2 0.33
H -4.25504 -3.72379 0.70185 -0.1 0.4 -1.4 0.24
H -6.29110 -4.10868 -0.59126 0.2 -0.1 -0.7 0.38
H -6.13846 -4.34750 -3.11727 -0.4 -0.4 -0.1 0.39
H -3.96656 -4.22627 -4.22770 0.0 -0.2 -1.8 0.52
H -0.61376 -5.61786 -3.18946 -0.3 0.7 -0.8 0.29
H -0.05336 -4.88297 -4.80155 -0.7 -0.2 1.1 0.35
H -1.77731 -5.27385 -4.59300 0.3 -0.2 0.5 0.41
H -2.91467 -1.71318 -4.60823 0.6 -0.7 -0.4 0.27
H -2.22536 -2.74954 -5.87098 0.1 -0.4 -0.1 0.42
H -1.41499 -1.28710 -5.24718 0.6 -0.5 0.0 0.33
F 6.80438 -2.18107 -2.90085 -0.2 -0.5 0.1 -0.41
C 5.53962 -1.75283 -3.01803 1.5 0.8 -0.1 0.77
C 5.34663 -0.40185 -2.80495 0.0 0.0 0.3 0.03
F 6.34805 0.35152 -2.35126 0.2 0.0 -0.1 -0.37
C 4.09841 0.13145 -2.89644 -1.2 -0.4 0.5 0.94
F 3.93465 1.36503 -2.46078 0.0 0.9 -0.2 -0.38
C 2.96495 -0.63035 -3.21854 1.0 -0.6 -0.3 -0.27
Se 1.22961 0.12806 -3.49369 0.2 -0.2 -0.6 -0.33
C 3.23401 -1.98139 -3.45105 0.1 -0.1 -0.2 0.41
F 2.23603 -2.79166 -3.81304 -0.1 -0.2 0.0 -0.29
C 4.51458 -2.57442 -3.36123 -1.4 1.6 0.5 -0.23
F 4.71834 -3.85607 -3.48499 -0.1 -1.4 -0.4 -0.33
N -3.23890 1.97931 4.73940 0.7 0.9 -0.7 -0.64
C -3.42051 2.69009 3.50999 -0.6 -1.6 0.1 0.86
C -2.36338 3.34702 2.90889 0.1 1.3 -0.9 -0.68
C -2.58931 4.12484 1.75242 0.2 0.5 -0.1 -0.09
C -3.85115 4.15013 1.13595 1.4 1.0 0.2 -0.07
C -4.81200 3.29962 1.61969 1.0 0.4 0.6 -0.61
C -4.62251 2.56461 2.76265 0.2 0.1 0.8 -0.79
S -4.20879 5.39069 -0.15064 0.3 -1.7 -1.1 1.23
O -4.39660 4.49428 -1.38560 -0.4 1.0 1.5 -0.79
O -2.94899 6.07462 -0.32163 0.5 0.7 0.2 -0.72
O -5.33725 6.20706 0.23055 0.3 -0.9 -0.2 -0.72
H -4.07703 1.72647 5.21306 -0.7 -0.1 0.1 0.24
H -2.62968 2.46425 5.39584 -0.1 -0.2 -0.4 0.25
H -1.35897 3.40816 3.32345 -0.3 -0.2 0.3 0.16
H -1.78261 4.79774 1.37490 -0.8 -0.7 0.3 0.47
H -5.73290 3.35644 1.15759 -2.0 -0.3 -0.8 0.65
H -5.49034 2.00531 3.10132 0.3 -0.1 0.4 0.32
C 3.51657 1.38825 5.89645 -1.7 -1.0 -0.1 -1.62
C 3.53875 1.77146 4.42477 0.4 -1.1 1.4 0.95
C 2.40560 2.25460 3.78260 0.3 0.5 0.6 -0.72
C 2.45185 2.55185 2.43157 -1.0 -0.3 1.2 1.86
C 1.20063 3.03464 1.87157 -1.3 0.6 -0.5 -1.99
C 3.57191 2.33401 1.67989 1.3 -0.2 -1.2 0.71
C 3.73767 2.59902 0.22033 -0.2 0.4 0.3 -1.06
O 2.95135 3.18768 -0.48784 -0.2 0.0 -0.3 -0.57
C 4.70939 1.85349 2.28667 0.7 -0.7 2.6 1.49
C 5.99906 1.68272 1.53801 -0.5 2.0 0.4 -2.17
C 4.68208 1.53763 3.71357 0.3 0.9 -3.7 -1.37
H 4.45816 1.18776 6.40050 0.3 0.2 -0.4 0.36
H 2.89201 0.43507 6.04489 0.7 1.3 -0.3 0.25
H 2.99398 2.18425 6.41319 -0.1 0.1 0.5 0.37
H 1.51041 2.53695 4.37332 0.5 -0.4 -0.5 0.32
H 0.87355 3.92138 2.41872 -0.2 0.0 -0.1 0.59
H 0.44611 2.25710 1.96004 -0.3 0.0 0.1 0.24
H 1.29502 3.26041 0.82988 -0.1 0.4 -0.4 0.39
H 4.70411 2.26532 -0.18686 -0.4 0.1 -0.1 0.36
H 5.89376 1.09890 0.67633 -0.1 -0.8 -1.3 0.42
H 6.67338 1.21979 2.16221 1.6 -1.2 1.5 0.51
H 6.46916 2.65724 1.30067 -0.4 -0.4 -0.1 0.39
H 5.60626 1.17199 4.10916 0.2 -0.2 0.6 0.42
C 1.72595 -2.58464 2.15670 0.3 -1.1 1.7 -1.50
C 2.66481 -1.44125 2.00683 0.9 0.4 -1.4 0.39
S 3.47739 -1.55424 0.32433 -0.8 0.8 1.1 0.69
O 4.11235 -0.23384 0.07621 0.3 0.2 -0.2 -0.54
C 4.72829 -2.74441 0.74126 0.8 -0.2 0.8 -0.93
C 5.58470 -2.48027 2.02277 -3.9 2.9 -1.1 -0.96
H 1.04625 -2.23205 2.91088 -1.1 -0.2 0.0 0.56
H 2.12529 -3.51271 2.61152 0.5 0.5 -0.2 0.30
H 1.27217 -2.93111 1.25811 -0.7 0.3 -0.8 0.08
H 3.39184 -1.35338 2.80578 0.2 0.0 0.0 0.40
H 2.14803 -0.48081 1.97999 -0.1 0.0 -0.3 -0.17
H 5.31467 -2.79153 -0.16581 0.3 -0.3 -0.2 0.40
H 4.09161 -3.59722 0.81179 -0.1 -1.2 0.0 0.56
H 5.64467 -1.35151 1.90506 0.8 -1.1 0.9 0.07
H 6.47765 -2.98249 2.10429 2.1 -1.0 -0.2 0.52
H 4.95394 -2.69364 2.90421 0.5 0.1 -0.3 0.22
```
Forces are in eV/Å.

As for the energy: -10644.85409 Ha. The relative energy (zero: lowest compared OMol25 entry of this formula, charge and spin) is 0.0 kJ/mol. For the HOMO energy, the calculation gives -8.03 eV. The calculation puts the LUMO energy at 0.211 eV.

Which of these has the highest energy? C5H8S

Among the records above, which one has the lowest energy? C40H55As2F5N6O5S2SeSn